No. 1
C3H10NO4 | wB97M-V/def2-TZVPD

Geometry as XYZ:
```
18
Properties=species:S:1:pos:R:3:forces:R:3
C 0.0817 -0.7931 0.2898 0.7 0.3 -1.6
H -1.4856 0.8789 -1.9790 0.8 0.4 -0.7
H -0.1337 -2.1889 2.3548 -0.2 0.0 0.2
H 1.4521 0.6046 -1.8644 0.1 0.0 -0.2
H -1.7771 0.1373 -0.1610 -0.4 0.1 1.3
H 1.6611 -0.0271 1.3855 -0.2 -0.3 0.7
O -0.4218 1.3876 -0.8226 0.4 0.2 0.1
H 1.5592 1.4748 -0.7539 0.1 0.0 -0.3
O 2.1751 0.9793 -1.3413 -0.1 0.2 0.3
H -0.5283 -1.6976 0.2951 -0.2 0.1 0.5
O 1.1067 -1.2350 3.6815 -0.1 -0.3 0.2
H -2.5933 1.3425 -2.9297 0.0 -0.1 -0.2
C -0.7894 0.5393 0.1697 0.3 -0.9 -0.7
H -0.7080 1.0039 1.1992 -0.7 -0.4 -0.5
H 0.7078 -0.9435 -0.6548 -0.7 0.5 1.2
N 0.9500 -0.7525 1.4511 -0.2 -0.5 -0.4
O -1.8723 0.7053 -2.9004 -0.5 0.0 0.5
C 0.6157 -1.4158 2.5805 1.0 0.8 -0.4
```
Forces are in eV/Å.

For the total energy, the calculation gives -476.052284 a.u. Its net charge is -1. For the relative energy (zero: lowest compared OMol25 entry of this formula, charge and spin), the calculation gives 52.35 kcal/mol. As for the frontier orbital gap: 7.8511 eV. The value obtained for the HOMO energy is -4.02 eV.

Mulliken population analysis, charges in e, atoms 1 to 5:
1. C -0.46
2. H 0.39
3. H 0.27
4. H 0.34
5. H 0.15

No. 2
C3H10NOPS | wB97M-V/def2-TZVPD

Geometry as XYZ:
```
17
Properties=species:S:1:pos:R:3:forces:R:3
H 2.5967 -1.3563 1.0295 0.4 -0.8 0.0
H 2.7342 1.1891 -0.5910 -0.3 1.0 -0.4
H 2.2600 0.1063 1.7895 0.1 0.5 0.3
P 0.4710 -0.5730 0.5161 -0.6 1.2 -0.7
H 3.4471 -0.3719 -0.9550 0.0 -0.6 -1.0
C -4.2828 -0.0227 0.0499 -0.8 1.3 5.6
C 2.2454 -0.3668 0.8182 -0.5 -0.6 0.4
H -0.5862 -0.3489 -1.8313 0.1 -0.2 -0.1
H -3.5975 -0.7930 -1.5682 -0.5 0.4 0.0
H -5.2867 -0.3942 0.1923 -0.5 -0.4 -0.8
H 4.1039 0.5046 0.4064 -1.4 0.1 -1.2
N -3.4152 -0.1641 -0.7830 2.8 -1.0 -2.9
H -0.7782 1.3894 0.8589 1.1 -1.0 -0.2
O 0.1493 1.0461 0.8637 -0.8 0.1 -0.2
H -3.9131 0.4714 1.0600 -0.9 -0.3 -1.9
C 3.1291 0.2932 -0.1966 2.6 0.2 2.6
S 0.7232 -0.6091 -1.6594 -0.7 0.2 0.5
```
Forces are in eV/Å.

For the total energy, the calculation gives -989.805051 a.u. For the relative energy (zero: lowest compared OMol25 entry of this formula, charge and spin), the calculation gives 58.27 kcal/mol. As for the frontier orbital gap: 9.3653 eV. The value obtained for the HOMO energy is -8.57 eV.

Mulliken population analysis, charges in e, atoms 1 to 5:
1. H 0.44
2. H 0.39
3. H 0.36
4. P 0.18
5. H 0.42